[1]
A cluster of 8 separate species, C46H113N7O in total in a non-equilibrium geometry, computed with ωB97M-V with the def2-TZVPD basis set.

Atoms and positions in Å:
C  -1.331833  -0.459855  0.190737
C  0.054722  -0.755356  -0.444201
C  0.649279  0.687549  -0.563434
O  -0.086558  1.497761  0.396757
C  -1.411316  1.028766  0.218710
H  -1.437836  -0.695704  1.250296
H  -2.101268  -0.979923  -0.379744
H  0.040995  -1.335724  -1.366719
H  0.773181  -1.298491  0.170776
H  0.689562  1.089341  -1.577821
H  1.718261  0.630479  -0.353739
H  -2.007428  1.358871  -0.636462
H  -2.051298  1.281982  1.065319
C  -3.944825  -1.633479  -4.319803
C  -3.563543  -3.123605  -4.367905
N  -2.135341  -3.346080  -4.361673
C  -1.678347  -4.573210  -3.648707
C  -1.738901  -4.323052  -2.187780
C  -1.576669  -3.351081  -5.708798
C  -2.042710  -4.463718  -6.662578
H  -3.354748  -1.069194  -5.043337
H  -3.599396  -1.242920  -3.361420
H  -4.992308  -1.384842  -4.485133
H  -4.113530  -3.628114  -3.570760
H  -4.079043  -3.646067  -5.178838
H  -2.290962  -5.428204  -3.948693
H  -0.696816  -4.932663  -3.958569
H  -1.247868  -3.426384  -1.807421
H  -2.706820  -4.215408  -1.694065
H  -1.323424  -5.196636  -1.680352
H  -0.489897  -3.417944  -5.807732
H  -1.591347  -2.339356  -6.121616
H  -3.113367  -4.394740  -6.861800
H  -1.893819  -5.462419  -6.252044
H  -1.572774  -4.397254  -7.643752
C  4.235543  2.956117  -0.529063
C  4.536885  3.782939  0.700976
N  4.448567  5.223620  0.444201
C  5.051205  5.994829  1.519695
C  5.013871  7.507124  1.218510
C  3.123414  5.750238  0.100094
C  2.109987  5.832582  1.269294
H  5.104257  2.650066  -1.113388
H  3.495808  3.390397  -1.200689
H  3.814297  1.992511  -0.235378
H  3.821320  3.400749  1.434098
H  5.525383  3.547051  1.094998
H  6.077384  5.710286  1.753423
H  4.470371  5.793917  2.424560
H  5.723740  8.078808  1.817783
H  4.086750  7.910433  1.630463
H  5.061648  7.814844  0.175303
H  3.214448  6.705435  -0.416449
H  2.569116  5.153232  -0.624973
H  1.095096  6.071685  0.946348
H  2.069287  4.846065  1.731040
H  2.253575  6.661940  1.963021
C  -0.927145  3.850453  7.441882
C  0.009194  4.224418  6.331878
N  0.737834  3.135155  5.594065
C  1.629037  3.770765  4.583009
C  2.660824  2.756927  4.002541
C  0.095951  1.898479  5.043378
C  -0.938210  2.222424  3.960387
H  -0.948020  4.744820  8.067173
H  -0.544640  3.061740  8.090988
H  -1.961684  3.620070  7.189367
H  -0.569668  4.904679  5.700029
H  0.855239  4.814052  6.684988
H  1.034884  4.219449  3.782222
H  2.145366  4.646414  4.978248
H  2.266209  2.200151  3.153287
H  3.642161  3.209200  3.862444
H  2.867308  2.019513  4.780336
H  -0.512623  1.377383  5.783171
H  0.739776  1.173485  4.547825
H  -0.493481  2.503905  3.003177
H  -1.614239  3.043436  4.202651
H  -1.536297  1.365472  3.644058
C  -0.746801  -7.422601  2.712785
C  -1.140729  -6.062605  2.185200
N  -0.385979  -4.934984  2.742892
C  -1.006880  -3.669074  2.453306
C  -2.397134  -3.409523  3.117501
C  1.013483  -4.966900  2.491784
C  1.372853  -4.656481  0.984901
H  -0.728642  -7.509874  3.799708
H  0.238513  -7.686517  2.324118
H  -1.365054  -8.275878  2.430748
H  -1.140295  -6.098538  1.092746
H  -2.157602  -5.917662  2.552421
H  -0.310281  -2.919302  2.830279
H  -1.187054  -3.590617  1.378082
H  -2.672226  -2.356241  3.189899
H  -3.120122  -3.833574  2.419364
H  -2.589022  -3.775027  4.126281
H  1.503318  -5.914696  2.712527
H  1.481380  -4.225480  3.141514
H  0.995920  -5.449423  0.337214
H  2.459441  -4.613949  0.891965
H  1.053365  -3.748670  0.471511
C  1.326109  2.303642  -6.470784
C  -0.181554  2.111154  -6.615527
N  -0.856732  2.569978  -5.401617
C  -2.290018  2.627384  -5.584055
C  -3.117373  3.355253  -4.500322
C  -0.415368  1.817487  -4.206287
C  -0.625869  0.273131  -4.314247
H  1.659431  3.267219  -6.085489
H  1.873098  2.060802  -7.381935
H  1.688832  1.602935  -5.716615
H  -0.505346  2.643762  -7.509947
H  -0.358631  1.049101  -6.804305
H  -2.527094  3.108369  -6.532016
H  -2.649089  1.595923  -5.525382
H  -2.612370  4.212835  -4.054571
H  -4.007780  3.651609  -5.052963
H  -3.270878  2.675017  -3.662528
H  -1.040234  2.057939  -3.344687
H  0.602816  1.994731  -3.862270
H  -0.809260  -0.314362  -3.415836
H  0.066773  -0.158206  -5.038830
H  -1.532838  0.066038  -4.887132
C  -8.912335  0.410110  0.041654
C  -7.552229  0.141278  0.791247
N  -6.415049  0.939097  0.244381
C  -6.722514  2.379841  0.274412
C  -5.661558  3.207461  -0.425394
C  -5.172289  0.520241  0.829666
C  -4.921802  0.813197  2.341891
H  -9.610014  -0.362801  0.367679
H  -8.798442  0.483564  -1.038230
H  -9.443846  1.269800  0.452756
H  -7.568505  0.424627  1.845494
H  -7.378413  -0.922844  0.634943
H  -7.721572  2.478801  -0.149943
H  -6.928346  2.723856  1.293181
H  -5.450447  2.896276  -1.448128
H  -6.014425  4.233778  -0.544777
H  -4.760788  3.322380  0.177852
H  -4.259626  0.707814  0.259110
H  -5.054217  -0.558784  0.699950
H  -3.917899  0.498153  2.631884
H  -5.674202  0.371616  2.995073
H  -4.863247  1.855047  2.663979
C  8.701166  -4.021589  0.374771
C  7.561200  -3.067279  0.176965
N  6.581197  -3.068867  1.197040
C  5.870140  -1.780786  1.248800
C  4.865233  -1.487638  0.133650
C  5.720677  -4.278410  1.244891
C  4.989228  -4.478825  2.570979
H  9.588696  -3.572879  -0.070661
H  8.567316  -4.991629  -0.107500
H  8.828380  -4.279446  1.426081
H  8.024811  -2.079045  0.222478
H  7.114355  -3.041231  -0.822174
H  5.277976  -1.811424  2.165526
H  6.576561  -0.956377  1.340310
H  4.192781  -0.698723  0.471268
H  5.425077  -1.159682  -0.743258
H  4.252078  -2.336567  -0.169420
H  6.353830  -5.159966  1.130920
H  5.052123  -4.341772  0.382439
H  4.125027  -3.813155  2.517522
H  5.526203  -4.008230  3.395023
H  4.728898  -5.523698  2.727592

Atomic forces in eV per Å
C 0.661 -1.349 0.101
C 0.512 0.880 0.482
C 0.661 -0.689 0.065
O 0.189 -0.624 -1.602
C -1.515 0.299 0.409
H 0.405 -0.986 -0.136
H -0.269 0.256 0.135
H -0.347 0.383 -0.236
H -0.448 -0.161 0.463
H -0.962 0.272 -0.093
H -0.071 0.384 0.809
H 0.789 0.747 -0.592
H 0.416 0.589 0.237
C 1.059 -0.043 -0.005
C -1.552 -0.067 -0.047
N 1.687 -0.978 -0.409
C -1.356 0.770 -0.618
C 0.036 -0.627 2.066
C 0.779 0.350 -1.163
C -1.072 0.440 -0.107
H -0.118 -0.091 -0.267
H -0.290 0.074 0.165
H -0.043 -0.343 0.114
H 0.733 0.062 0.743
H 0.251 0.281 -0.736
H -0.464 -0.157 0.292
H 0.310 0.838 -0.069
H 0.617 -0.033 -0.565
H -0.540 -0.180 -0.729
H 0.282 0.067 0.218
H 0.341 -0.430 1.413
H -1.188 0.050 -0.363
H -0.079 0.000 -0.028
H 0.308 0.054 0.042
H 0.270 0.018 0.136
C 0.126 -1.102 -0.593
C -0.690 0.139 -0.387
N 0.381 -0.212 -0.430
C -0.275 0.799 -0.188
C -0.626 0.334 1.132
C -1.060 -0.035 0.306
C -0.121 0.393 -0.241
H 0.174 0.529 -0.111
H 0.132 0.216 0.072
H -0.147 -0.027 0.199
H -0.102 0.486 0.560
H 0.074 0.163 -0.080
H 0.010 -0.422 -0.467
H 0.080 0.235 0.469
H 0.530 -0.302 -0.245
H -0.328 -0.010 -0.381
H 0.304 -0.352 0.002
H 0.222 0.124 0.263
H 0.696 -0.485 -0.192
H -0.014 -0.358 -0.607
H -0.030 0.224 0.470
H 0.659 -0.383 0.407
C 0.297 -0.010 1.130
C 0.446 -1.143 -1.305
N 0.841 -0.211 -0.353
C -0.130 -0.851 -0.216
C -0.401 0.206 1.223
C -2.050 1.544 -0.301
C -0.169 0.336 -1.272
H -0.321 -0.008 0.180
H 0.078 -0.137 -0.129
H 0.152 -0.087 -0.414
H 0.065 -0.005 -0.652
H -0.205 0.100 0.398
H -0.172 -0.144 -0.350
H 0.082 -0.251 0.610
H 0.289 0.270 -0.268
H -0.216 0.182 -0.677
H -0.164 -0.098 0.115
H 0.616 0.067 0.632
H 0.748 0.297 0.723
H 0.398 0.241 0.061
H -0.075 -0.085 0.340
H -0.150 -0.248 0.497
C 1.031 -0.791 0.141
C -0.798 0.027 1.017
N -1.040 -1.652 0.766
C -0.530 0.453 1.064
C -0.085 -0.262 -0.699
C 0.789 1.331 -1.789
C 0.584 -0.399 0.167
H 0.200 0.514 0.074
H 0.185 -0.092 0.239
H -0.457 0.430 -0.522
H -0.075 0.227 -0.267
H -0.204 0.196 -0.476
H 0.058 0.242 -0.441
H 0.272 0.534 -0.263
H 0.462 0.220 -0.336
H -0.382 -0.138 0.381
H 0.479 -0.484 -0.088
H -0.430 -0.132 0.213
H 0.131 0.084 -0.034
H 0.170 -0.246 0.061
H 0.110 -0.325 -0.052
H -0.464 0.334 0.757
C 0.450 -0.677 0.440
C 0.899 0.416 0.341
N 0.970 0.484 0.167
C -0.145 -0.220 1.159
C 1.054 -0.304 -0.258
C -1.295 -1.429 0.604
C -0.576 0.236 -1.729
H -0.438 0.282 -0.325
H -0.129 0.116 -0.112
H 0.118 -0.184 -0.055
H -0.408 0.233 0.265
H -0.177 -0.213 -0.156
H 0.287 -0.336 -0.170
H -0.565 -0.153 -0.800
H 0.026 0.249 -0.419
H -0.388 0.041 0.774
H -0.629 0.025 -0.092
H -0.084 0.737 -0.151
H 0.066 0.464 -0.528
H 0.744 0.221 0.201
H 0.680 -0.367 0.719
H -0.418 0.356 0.167
C 0.374 0.089 1.823
C -0.100 1.180 -1.360
N -0.783 -0.283 -0.659
C -0.083 -0.964 0.016
C -0.431 0.923 0.128
C 1.063 -0.744 0.992
C 0.240 0.452 -0.138
H 0.162 -0.494 -0.562
H -0.017 -0.161 0.099
H 0.363 0.496 -0.357
H -0.793 -0.543 0.306
H 0.521 0.059 0.343
H 0.289 0.155 -0.632
H 0.531 0.195 0.456
H 0.165 -0.465 0.197
H -0.209 0.082 0.129
H 0.186 -0.406 -0.173
H -0.225 1.381 -0.273
H -0.849 -0.386 0.343
H -0.091 -0.668 -0.040
H 0.156 -0.311 -0.050
H -0.402 0.371 -0.614
C 0.106 -1.145 -0.515
C 0.513 1.231 -0.504
N -1.148 -0.077 1.012
C -1.172 -1.181 0.738
C 0.559 0.178 -0.389
C 1.186 -0.057 0.128
C -0.373 1.677 -0.612
H 0.215 -0.204 0.290
H -0.139 0.009 -0.218
H 0.225 0.496 0.089
H -0.030 0.205 0.128
H 0.073 -0.669 -0.432
H 0.171 0.158 0.260
H 0.148 -0.155 0.001
H 0.033 0.134 -0.186
H -0.313 0.162 -0.213
H 0.054 -0.129 0.209
H 0.457 0.223 -0.156
H -0.387 0.153 -0.046
H -0.629 -0.544 0.178
H 0.515 -0.644 0.065
H -0.123 0.199 0.187

The net charge is 0. As for the structure (SMILES): CCN(CC)CC.CCN(CC)CC.CCN(CC)CC.CCN(CC)CC.CCN(CC)CC.CCN(CC)CC.CCN(CC)CC.C1CCOC1. Its HOMO energy is -7.97 eV. The energy relative to the best compared isomer or geometry (same formula, charge and spin) is 4.654 eV. As for the orbital gap: 8.5 eV. The spin multiplicity is 1.

Löwdin population analysis, charges in e, atoms 1 to 4: number 1, C, carries -0.164; number 2, C, carries -0.129; number 3, C, carries -0.163; number 4, O, carries -0.103

***

[2]
A structure of composition C16H39N5O7Zr in a non-equilibrium geometry, computed with ωB97M-V with the def2-TZVPD basis set.

Atoms and positions in Å:
Zr  -0.069475  -2.415133  -0.659609
O  0.076615  -0.341763  -0.386859
H  -0.252935  0.572757  -0.484709
C  -3.024315  -1.974643  -2.633089
O  -2.117875  -2.015913  -1.545649
H  -3.528105  -1.035723  -2.862699
H  -2.557775  -2.177523  -3.597079
H  -3.866875  -2.635113  -2.428169
C  -2.243705  -1.600443  2.063371
O  -1.484125  -1.979903  1.171571
N  -3.393265  -2.125863  2.447521
C  -4.254025  -1.454103  3.398331
C  -3.804785  -3.412163  2.050031
H  -2.055535  -0.696723  2.663451
H  -3.945115  -0.427283  3.594101
H  -4.212685  -2.003433  4.338881
H  -5.273845  -1.323473  3.036391
H  -3.223365  -3.887273  1.259891
H  -3.957635  -4.055073  2.916871
H  -4.726505  -3.290213  1.481111
C  -1.184925  2.099637  0.599481
O  -0.638095  2.547447  1.601261
N  -1.507975  2.727477  -0.560369
C  -2.344505  2.011097  -1.517829
C  -1.282125  4.163877  -0.685859
H  -1.571605  1.069067  0.575011
H  -2.245195  0.925787  -1.499519
H  -2.148385  2.368247  -2.528809
H  -3.373485  2.319187  -1.332439
H  -1.185755  4.405887  -1.744269
H  -2.159815  4.759117  -0.433989
H  -0.506335  4.660097  -0.102759
C  3.051295  0.861317  -1.059879
O  3.900695  0.189747  -1.770939
N  3.533095  1.598607  -0.069679
C  2.534255  2.333987  0.699901
C  4.921415  1.879507  0.175851
H  1.983385  0.795317  -1.319529
H  2.417475  3.365967  0.369031
H  2.887395  2.408667  1.728401
H  1.532075  1.909707  0.760941
H  5.004865  2.953157  0.344411
H  5.150035  1.362797  1.107961
H  5.597785  1.463807  -0.571019
C  0.958785  -1.167063  -3.966519
O  0.472135  -1.499373  -2.823119
N  1.109005  0.150467  -4.376049
C  2.163215  0.532157  -5.362449
C  0.560825  1.236257  -3.623219
H  1.488845  -1.778173  -4.713369
H  2.663995  -0.303863  -5.850689
H  2.874675  1.060497  -4.727779
H  1.906495  1.278217  -6.114499
H  0.559175  2.210887  -4.111269
H  -0.499075  1.020367  -3.488629
H  1.022635  1.511917  -2.675149
C  1.726535  -2.690743  2.366031
O  1.239585  -2.389563  1.276871
N  1.629225  -1.894343  3.461371
C  0.904455  -0.607713  3.442181
C  2.344315  -2.219043  4.688611
H  2.195465  -3.645473  2.650281
H  0.358285  -0.407323  2.520421
H  1.767995  0.056637  3.409941
H  0.392945  -0.371553  4.375291
H  3.140515  -2.917793  4.431901
H  2.806845  -1.349613  5.155781
H  1.762905  -2.716283  5.465031

Atomic forces in eV per Å
Zr -4.951 9.809 -0.260
O 0.829 -3.775 -0.127
H 0.009 -1.082 -0.376
C -0.021 -0.299 -0.425
O 3.457 -1.214 1.472
H 0.368 0.776 0.899
H 0.215 -0.639 0.074
H 0.217 -0.434 -0.146
C -1.184 1.215 1.075
O 1.222 -1.723 -1.112
N 1.354 0.663 -0.367
C 0.029 0.595 0.753
C -1.430 -1.263 -1.538
H 0.434 0.136 -0.493
H 0.470 -0.114 -0.074
H -0.399 0.034 0.016
H 0.022 -0.594 -0.146
H 0.811 0.192 0.567
H 0.010 -0.079 -0.163
H -0.589 -0.183 0.490
C -0.670 0.483 0.750
O -0.195 -0.178 -1.066
N 1.368 -0.213 1.133
C -0.624 1.265 -0.294
C -0.985 0.928 -1.025
H 0.023 -0.198 0.153
H 0.138 0.085 0.320
H 0.313 -0.071 -0.001
H -0.286 -0.406 -0.018
H 0.543 -0.132 -0.061
H -0.497 -0.363 0.361
H 0.376 -1.020 0.021
C 4.700 -2.681 -2.816
O -3.137 1.401 1.298
N -3.137 0.527 -0.190
C 0.505 0.747 0.923
C 0.123 -0.502 0.775
H 0.354 0.284 0.876
H 0.106 0.114 -0.230
H -0.030 -0.039 0.136
H 0.322 -0.434 -0.372
H 0.368 -0.044 -0.230
H 0.387 0.185 0.221
H -0.431 0.339 -0.214
C 1.209 3.166 0.604
O 0.486 -0.792 -1.257
N 0.180 -2.541 0.132
C 0.432 0.278 0.776
C -1.494 1.035 0.556
H -0.565 -0.706 0.661
H -0.286 -0.130 0.268
H 0.492 -0.247 -0.106
H -0.911 -0.334 0.052
H 0.301 -0.386 -0.881
H 0.041 -0.027 0.452
H 0.170 -0.776 0.053
C 0.091 0.846 4.233
O -1.115 -0.570 -3.190
N -1.047 -1.048 -1.486
C 1.895 0.540 -0.384
C 0.679 -0.793 0.220
H 0.191 0.136 -0.797
H -0.186 -0.462 0.228
H -0.309 0.817 0.038
H -0.245 -0.538 -0.181
H 0.105 0.096 0.078
H -0.098 0.178 -0.391
H -0.523 0.160 -0.250

The net charge is +2. Its HOMO energy is -13.42 eV. The energy relative to the best compared isomer or geometry (same formula, charge and spin) is 0.000 eV. As for the orbital gap: 5.7 eV. The spin multiplicity is 1.

Löwdin population analysis, charges in e, atoms 1 to 4: number 1, Zr, carries 2.168; number 2, O, carries -0.371; number 3, H, carries -0.011; number 4, C, carries -0.196